Entry from the Open Molecules 2025 dataset: C2H3Cl3S in the gas phase (ωB97M-V/def2-TZVPD).

* HOMO: -8.576 eV
* gap between HOMO and LUMO: 0.29675 hartree
* relative energy (zero: lowest compared OMol25 entry of this formula, charge and spin): 54.5 kcal/mol
* LUMO: -0.5 eV
* 2S+1: 1

The geometry in XYZ format:
```
9
Properties=species:S:1:pos:R:3:forces:R:3:nbo_charge:R:1
Cl 1.7635 -1.1452 -0.7267 0.685 0.566 -0.606 0.02
Cl -1.1685 -2.1295 -0.5769 -0.298 -0.338 0.006 -0.40
Cl -2.3426 2.0627 -0.5517 -0.507 0.058 0.080 0.05
S -0.8178 -0.1870 0.4416 -0.066 1.278 -0.876 0.77
C -0.8676 1.2093 -0.5106 0.831 -1.663 1.510 -0.62
C 1.0046 -0.5241 0.7062 -0.558 -1.809 -0.164 -0.54
H 1.2356 0.4330 1.0281 1.352 1.872 0.104 0.23
H -0.1800 1.5366 -1.2808 0.205 -0.567 0.141 0.24
H 1.3728 -1.2556 1.4707 -1.645 0.603 -0.195 0.27
```
Forces are in eV/Å.